C3H5P | the ωB97M-V functional and the def2-TZVPD basis

Geometry as XYZ:
```
9
Properties=species:S:1:pos:R:3:forces:R:3:lowdin_charge:R:1
H -1.03206 -0.90298 -0.91358 -0.2964 -0.7176 1.2158 -0.005
C -1.53234 -0.95587 0.09403 1.5828 0.2053 -1.3988 0.003
C 1.42941 1.55498 -1.02835 -0.8369 -0.5023 0.0255 0.014
P 0.81986 0.38521 1.57864 -0.5039 -1.3589 0.5976 0.748
H 1.45698 -0.94132 1.45636 -0.3214 1.0459 -0.2177 -0.123
H 1.25918 1.73492 -2.05709 0.4445 0.4719 -0.3751 0.016
C 1.15300 1.03096 0.03030 0.7797 0.0365 -0.4374 -0.632
H -1.58908 -1.94311 0.62278 -0.3230 1.5983 -0.4000 0.008
H -1.96495 0.03720 0.21690 -0.5253 -0.7791 0.9902 -0.028
```
Forces are in eV/Å.

Output
- frontier orbital gap (spin up / spin down) (eV) = 7.60 / 8.31
- relative energy (zero: lowest compared OMol25 entry of this formula, charge and spin) (kJ/mol) = 330.9
- E_HOMO (spin up / spin down) (eV) = -8.86 / -8.35
- F_max (eV/A) = 2.1
- LUMO energy (spin up / spin down) (eV) = -1.26 / -0.04

---

C4H15N2O | the ωB97M-V functional and the def2-TZVPD basis

Geometry as XYZ:
```
22
Properties=species:S:1:pos:R:3:forces:R:3:lowdin_charge:R:1
N -0.64496 -0.17729 -0.89317 1.6018 -1.7093 -0.6262 -0.190
H 0.69467 0.99098 -1.97143 -0.0711 0.1175 -0.3222 0.129
C 0.44208 0.87296 -0.92472 1.4166 -3.3943 -0.9185 -0.095
H -2.44568 -0.59057 -1.51562 -2.2611 -1.3401 -0.3236 0.068
H -0.13318 -0.98577 -1.34679 -0.8115 0.5177 1.0685 0.180
O -0.88326 0.35279 2.93938 -0.6866 0.6086 -0.0104 -0.043
C -1.05804 -0.57436 0.56252 2.4035 1.1220 -1.3541 0.033
H 2.91545 -0.87213 -1.16893 0.4581 -0.6257 0.3542 0.065
H 2.75061 -1.37880 0.51880 -0.8760 1.3134 -2.5004 0.131
C -1.79789 0.13831 -1.84414 2.6511 1.9892 0.8043 0.045
H 2.51123 1.12882 -0.35733 0.2104 0.9178 0.2148 0.107
N 2.29837 -0.95093 -0.37286 -0.8847 0.2172 1.0897 -0.008
H -0.05856 1.70527 -0.60844 -0.4695 2.6162 1.3010 0.100
H -1.40984 0.09587 -2.88213 -0.5504 -0.2066 0.6905 0.123
H -2.10112 1.17088 -1.58371 -0.2592 -0.6892 -0.3111 0.119
C 1.73961 0.42050 -0.14536 -0.9810 -0.8908 0.9274 -0.216
H -0.09356 -0.70484 1.12363 -1.2459 -0.1857 -0.9457 0.080
H -0.00478 0.03543 3.06121 1.0171 -0.2905 0.4879 0.034
H -1.36064 0.11263 3.72501 -0.2821 -0.0545 0.7015 0.063
H 1.42183 0.42818 0.90002 0.6350 0.5419 0.0183 0.088
H -1.54269 0.28005 1.00275 -0.4178 -0.0315 -0.2009 0.086
H -1.60611 -1.48525 0.56039 -0.5967 -0.5432 -0.1448 0.099
```
Forces are in eV/Å.

Output
- frontier orbital gap (eV) = 10.75
- relative energy (zero: lowest compared OMol25 entry of this formula, charge and spin) (kJ/mol) = 215.1
- E_HOMO (eV) = -13.53
- total charge = +1
- F_max (eV/A) = 3.8
- LUMO energy (eV) = -2.78